{
  "formula": "C38H43FN3O2Pt",
  "method": "ωB97M-V/def2-TZVPD",
  "total_charge": -1,
  "energy_ev": -54636.1705,
  "gap_ev": [6.336, 6.980],
  "de_lowest_kj_mol": 33.3,
  "s_squared": 2.0095,
  "spin_multiplicity": 3,
  "e_homo_ev": [-3.7, -4.8],
  "species": ["Pt", "F", "O", "O", "N", "N", "N", "C", "C", "C", "C", "C", "C", "C", "C", "C", "C", "C", "C", "C", "C", "C", "C", "C", "C", "C", "C", "C", "C", "C", "C", "C", "C", "C", "C", "C", "C", "C", "C", "C", "C", "C", "C", "C", "C", "H", "H", "H", "H", "H", "H", "H", "H", "H", "H", "H", "H", "H", "H", "H", "H", "H", "H", "H", "H", "H", "H", "H", "H", "H", "H", "H", "H", "H", "H", "H", "H", "H", "H", "H", "H", "H", "H", "H", "H", "H", "H", "H"],
  "positions_angstrom": [[-0.832097, -0.059207, -0.518409], [-1.746108, 6.091611, -2.366978], [2.376173, 2.041123, -2.227080], [-2.130728, 1.818404, 3.105383], [-0.126681, 1.780080, 0.224162], [1.019130, 0.278314, -1.589836], [-1.657839, 0.109430, 1.610584], [3.792451, -2.039385, -2.384537], [-0.560392, 3.658715, 1.540012], [-1.628489, 1.370451, 2.069720], [-3.412929, -2.225039, 0.084014], [1.452659, 1.550268, -1.573121], [-4.688252, -0.235003, 1.062480], [1.391978, -1.204964, -3.503906], [-1.100492, -1.069363, 3.653111], [-1.994365, -0.867439, 2.582622], [0.259429, 0.551360, 5.020434], [-2.450057, 0.544075, -1.782158], [-1.399688, -2.012021, 4.628795], [0.101202, -0.745949, -4.136644], [-0.870950, -1.898489, -4.375593], [1.399595, -1.285362, 3.714159], [-2.314124, 1.998790, -2.013829], [-1.942853, 4.747567, -2.260733], [-1.502678, 2.537737, -3.021412], [4.801838, 0.245578, -0.540589], [-3.145912, -1.669665, 2.490819], [0.213665, -0.318942, 3.766551], [-1.313497, 3.904524, -3.151957], [-2.547368, -2.780974, 4.561310], [-0.776526, 2.323467, 1.240195], [3.031849, -1.090900, -1.714922], [0.988315, 3.760649, -0.317368], [3.518146, -0.567630, -0.378518], [1.820254, -0.660764, -2.289649], [2.178744, -2.159310, -4.140229], [0.368384, 0.036824, -5.422349], [-2.759404, 4.271053, -1.255441], [-3.398769, -2.609951, 3.484586], [-2.939336, 2.902861, -1.141682], [0.318573, 4.374121, 0.735545], [0.736262, 2.418593, -0.550497], [3.376834, -2.576311, -3.592891], [-4.102274, -1.621217, 1.314800], [3.698564, -1.700483, 0.633224], [3.981241, -3.320140, -4.097788], [-4.940939, -2.276069, 1.579199], [4.642160, 1.074355, -1.229467], [2.342790, -0.734594, 3.735748], [-0.363114, -0.072495, -3.419175], [-5.245690, 0.105012, 1.937025], [-0.998576, 1.876528, -3.713939], [-0.587216, 1.237253, 5.039254], [-3.560221, 2.514884, -0.341741], [-0.469274, -2.621642, -5.089842], [2.747165, 0.093212, 0.018828], [1.692305, 4.283417, -0.949134], [4.728664, -2.366803, -1.946741], [-3.232392, 4.962703, -0.570719], [-2.378904, -0.038969, -2.703446], [-3.908591, 0.494610, 0.862387], [-2.438186, -1.730785, -0.007727], [-0.711637, -2.151264, 5.454907], [0.840797, -0.596484, -6.177311], [2.780519, -2.280017, 0.741096], [0.231301, -0.063206, 5.924379], [1.032888, 0.880520, -5.229336], [-0.565158, 0.418541, -5.844787], [-3.404869, 0.326643, -1.305377], [0.309449, 0.334373, 2.900366], [-3.984404, -2.063713, -0.831158], [4.494129, -2.385011, 0.328952], [5.123882, 0.646451, 0.423883], [1.376082, -1.885068, 2.802925], [-1.085207, -2.427214, -3.444906], [5.611896, -0.378886, -0.927132], [-5.368582, -0.256350, 0.206758], [-3.238191, -3.292975, 0.219491], [1.184246, 1.133261, 5.048128], [-0.671130, 4.315511, -3.919342], [1.392638, -1.970005, 4.565720], [1.842731, -2.578995, -5.081882], [0.490871, 5.424491, 0.935958], [-1.077976, 4.099185, 2.380122], [-2.769060, -3.511893, 5.329210], [-4.293330, -3.217995, 3.401234], [-1.815893, -1.526058, -4.778527], [3.964050, -1.298443, 1.613625]],
  "forces_ev_per_angstrom": [[0.4, -0.1, 0.6], [0.0, 0.0, 0.0], [0.0, 0.0, 0.1], [0.0, 0.0, 0.0], [-0.2, -0.2, -0.2], [0.1, 0.1, -0.2], [-0.1, 0.1, -0.1], [0.0, 0.0, 0.0], [0.0, -0.1, 0.0], [0.0, 0.1, -0.1], [0.1, 0.2, 0.3], [-0.1, 0.0, 0.0], [-0.1, 0.1, 0.0], [0.0, 0.0, 0.0], [0.0, -0.1, 0.0], [0.0, 0.0, -0.1], [0.0, 0.0, 0.1], [-0.2, 0.1, -0.2], [0.0, 0.0, 0.0], [0.0, 0.1, 0.0], [0.0, 0.0, 0.0], [0.0, 0.0, 0.0], [0.0, 0.1, 0.1], [0.0, 0.0, 0.0], [-0.1, -0.1, 0.0], [0.0, 0.0, 0.0], [0.0, 0.0, 0.0], [0.0, 0.0, -0.1], [0.0, 0.1, 0.0], [0.0, 0.0, 0.0], [0.0, 0.0, 0.0], [-0.1, 0.0, 0.0], [0.0, -0.1, 0.0], [-0.1, 0.0, 0.0], [0.1, 0.0, 0.2], [-0.1, 0.0, 0.0], [0.0, 0.0, 0.0], [0.0, 0.0, -0.1], [0.0, 0.0, 0.0], [0.1, -0.1, -0.1], [0.0, 0.1, 0.0], [0.1, 0.1, 0.1], [0.1, 0.0, 0.0], [-0.1, -0.1, 0.0], [0.1, 0.0, 0.0], [0.0, 0.0, 0.0], [0.0, 0.0, 0.0], [0.0, 0.0, 0.0], [0.0, 0.0, 0.0], [0.0, 0.0, 0.0], [0.0, 0.0, 0.0], [0.0, 0.0, 0.0], [0.0, 0.0, 0.0], [0.0, 0.0, 0.0], [0.0, 0.0, 0.0], [0.0, 0.0, 0.0], [0.0, 0.0, 0.0], [0.0, 0.0, 0.0], [0.0, 0.0, 0.0], [0.0, 0.0, 0.0], [0.0, 0.0, 0.0], [-0.1, -0.2, -0.3], [0.0, 0.0, 0.0], [0.0, 0.0, 0.0], [0.0, 0.0, 0.0], [0.0, 0.0, 0.0], [0.0, 0.0, 0.0], [0.0, 0.0, 0.0], [0.1, -0.1, 0.1], [0.0, 0.0, 0.0], [0.0, 0.0, 0.0], [0.0, 0.0, 0.0], [0.0, 0.0, 0.0], [0.0, 0.0, 0.0], [0.0, 0.0, 0.0], [0.0, 0.0, 0.0], [0.0, 0.0, 0.0], [0.0, 0.0, 0.0], [0.0, 0.0, 0.0], [0.0, 0.0, 0.0], [0.0, 0.0, 0.0], [0.0, 0.0, 0.0], [0.0, 0.0, 0.0], [0.0, 0.0, 0.0], [0.0, 0.0, 0.0], [0.0, 0.0, 0.0], [0.0, 0.0, 0.0], [0.0, 0.0, 0.0]]
}